{
  "formula": "C22H33CaN13S",
  "method": "wB97M-V/def2-TZVPD",
  "species": ["Ca", "C", "C", "N", "N", "C", "N", "S", "C", "C", "C", "C", "C", "N", "H", "H", "H", "H", "H", "H", "H", "H", "H", "N", "C", "C", "C", "N", "C", "C", "N", "C", "H", "H", "H", "H", "H", "H", "H", "H", "H", "H", "H", "H", "H", "H", "H", "H", "N", "C", "N", "C", "N", "N", "C", "N", "C", "C", "C", "C", "C", "N", "H", "H", "H", "H", "H", "H", "H", "H"],
  "coordinates": [[0.743134, -0.066062, -0.454691], [-0.132462, -4.598112, 0.243188], [-0.065238, -3.171489, -0.204120], [0.884594, -2.367786, 0.144591], [1.890459, -2.939557, 0.869325], [2.664968, -2.145385, 1.561025], [3.797625, -2.688593, 2.039733], [2.380600, -0.454645, 1.922004], [-1.075157, -2.646510, -1.155013], [-1.906817, -3.515991, -1.849319], [-2.803770, -3.011286, -2.777281], [-2.858870, -1.643877, -2.984509], [-2.004879, -0.841780, -2.251727], [-1.130401, -1.313637, -1.352741], [0.418518, -4.719140, 1.169568], [0.337230, -5.254063, -0.496371], [-1.164012, -4.923834, 0.380121], [3.965171, -3.671637, 1.888858], [4.324105, -2.204727, 2.743515], [-1.840072, -4.580835, -1.681429], [-3.446952, -3.679319, -3.336259], [-3.540497, -1.206408, -3.700669], [-2.020432, 0.232828, -2.388521], [-2.580309, -0.030883, 1.513667], [-2.927834, 0.782515, 2.708315], [-2.550147, 0.013314, 3.984856], [-1.035177, -0.114037, 4.180066], [-0.463615, -1.065239, 3.152871], [-0.367576, 1.258586, 4.118569], [-0.721914, 2.147415, 2.920333], [0.048131, 1.791778, 1.697910], [-2.240619, 2.154731, 2.701119], [-3.317858, -0.693845, 1.306381], [-1.021836, -0.904667, 2.277085], [-2.470425, 0.560409, 0.704505], [-4.003669, 0.957284, 2.721936], [-3.019925, -0.975967, 3.984286], [-2.955608, 0.552246, 4.841536], [-0.822102, -0.548723, 5.153965], [-0.570156, -2.033044, 3.446505], [0.536666, -0.891323, 2.951203], [0.718144, 1.155748, 4.212549], [-0.704468, 1.793411, 5.008827], [-0.434852, 3.158392, 3.212596], [1.028286, 1.788484, 1.965541], [-0.035691, 2.575004, 1.052972], [-2.491801, 2.704238, 1.787242], [-2.674928, 2.721788, 3.527096], [4.112526, -0.520569, -1.100200], [3.638039, 0.364221, -1.987610], [4.486770, 0.791035, -2.907607], [4.002776, 1.673749, -3.776772], [4.813483, 2.144740, -4.715231], [2.725236, 2.131192, -3.773432], [1.957569, 1.643446, -2.839194], [2.324113, 0.751330, -1.894913], [0.567426, 2.201558, -2.799173], [0.100086, 2.935663, -3.880660], [-1.146651, 3.529241, -3.804536], [-1.880142, 3.392619, -2.635046], [-1.343857, 2.634831, -1.612692], [-0.155790, 2.022611, -1.680386], [5.097251, -0.720193, -1.159739], [3.653236, -0.646375, -0.212495], [5.774973, 1.853331, -4.729153], [4.481487, 2.830205, -5.369259], [0.727214, 3.042660, -4.753376], [-1.533202, 4.106674, -4.634003], [-2.845859, 3.864121, -2.512834], [-1.894230, 2.528165, -0.682918]],
  "forces_ev_per_angstrom": [[-0.6, 0.6, 1.1], [-0.1, 0.0, -0.1], [0.3, 0.0, 0.0], [-0.3, -0.3, 0.2], [0.2, -0.3, 0.1], [-0.2, 0.0, -0.2], [0.0, -0.1, 0.1], [0.1, 0.0, -0.3], [-0.2, 0.1, 0.0], [0.0, 0.0, 0.0], [0.0, 0.0, 0.0], [0.0, -0.1, 0.0], [0.1, 0.0, 0.2], [-0.2, -0.1, -0.4], [0.0, 0.0, 0.0], [0.0, 0.0, 0.0], [0.0, 0.0, 0.0], [0.0, 0.0, 0.0], [0.1, 0.0, 0.0], [0.0, 0.0, 0.0], [0.0, 0.0, 0.0], [0.0, 0.0, 0.0], [0.0, 0.0, 0.0], [0.4, -0.1, 0.4], [0.2, -0.1, 0.0], [0.0, -0.1, -0.2], [-0.2, 0.3, 0.0], [-0.8, 0.2, -0.1], [0.2, -0.1, -0.2], [-0.2, -0.1, 0.1], [-0.2, -0.1, -0.1], [0.1, -0.2, -0.1], [-0.1, 0.0, 0.0], [0.2, -0.1, 0.2], [-0.1, 0.1, -0.2], [-0.1, 0.1, 0.1], [0.0, 0.1, 0.0], [0.0, 0.0, 0.1], [0.0, -0.1, 0.0], [-0.1, -0.1, 0.0], [0.3, 0.1, -0.2], [0.0, 0.0, 0.0], [0.0, 0.0, 0.1], [0.0, 0.1, 0.0], [0.1, 0.0, 0.0], [0.0, 0.0, 0.0], [0.0, 0.0, 0.0], [0.0, 0.1, 0.0], [-0.2, 0.0, -0.1], [-0.1, 0.1, 0.0], [0.0, 0.0, 0.0], [0.0, -0.1, -0.1], [0.0, 0.0, 0.0], [-0.1, 0.0, -0.1], [0.3, 0.1, 0.2], [0.7, 0.2, -0.6], [-0.1, 0.0, 0.1], [0.0, 0.0, -0.1], [-0.1, 0.0, 0.0], [0.0, 0.0, -0.1], [0.0, -0.1, 0.2], [0.2, -0.1, -0.2], [0.0, 0.0, 0.0], [0.0, 0.0, 0.1], [0.0, 0.0, 0.0], [0.0, 0.0, 0.0], [0.0, 0.0, 0.0], [0.0, 0.0, 0.0], [0.0, 0.0, 0.0], [0.0, -0.1, 0.0]],
  "mol_weight_da": 551.74,
  "total_charge": 2,
  "gap_ev": 7.85,
  "e_tot_ev": -71989.152
}

---

{
  "formula": "C22H33Cl3FeN3O6S3Si",
  "method": "wB97M-V/def2-TZVPD",
  "species": ["Fe", "C", "O", "C", "C", "O", "C", "H", "H", "H", "H", "H", "H", "H", "H", "H", "H", "C", "C", "C", "C", "C", "C", "C", "S", "O", "O", "N", "C", "C", "C", "O", "O", "H", "H", "H", "H", "H", "H", "H", "H", "H", "H", "H", "H", "Cl", "Si", "Cl", "Cl", "S", "C", "C", "C", "C", "C", "C", "H", "H", "H", "H", "H", "C", "N", "C", "N", "S", "H", "H", "H", "H", "H", "H"],
  "coordinates": [[-0.309395, 0.265246, 0.417611], [1.458236, -1.071309, 2.765077], [0.664923, -1.411406, 1.639902], [-0.322426, -2.366508, 1.970489], [-1.103985, -2.658394, 0.721908], [-1.733665, -1.457845, 0.316554], [-2.561158, -1.651700, -0.819475], [1.973680, -1.965181, 3.133131], [0.831029, -0.646132, 3.554598], [2.181964, -0.332146, 2.434274], [-0.984607, -1.962580, 2.744785], [0.154603, -3.284762, 2.335346], [-1.863860, -3.422388, 0.924138], [-0.439735, -3.018844, -0.072252], [-3.294022, -2.437459, -0.609710], [-1.957644, -1.925226, -1.689931], [-3.080526, -0.719700, -1.015639], [7.952876, 2.102328, -1.386769], [7.138706, 1.164434, -2.234109], [7.046465, -0.187410, -1.918898], [6.255967, -1.043546, -2.669571], [5.543201, -0.535563, -3.743986], [5.635756, 0.804056, -4.092321], [6.437518, 1.643552, -3.339059], [4.405323, -1.575139, -4.602035], [3.968614, -0.921351, -5.805501], [4.976773, -2.892610, -4.690918], [3.163947, -1.512864, -3.541740], [1.821358, -1.904638, -4.007199], [0.978750, -2.370898, -2.812059], [1.308420, -1.618289, -1.512043], [2.361747, -1.946190, -0.926347], [0.463130, -0.753484, -1.161279], [8.614775, 1.556583, -0.715615], [7.297077, 2.726452, -0.776483], [8.559028, 2.766429, -2.004090], [7.593707, -0.574611, -1.067976], [6.184484, -2.095451, -2.424226], [5.077513, 1.169560, -4.944226], [6.509690, 2.692469, -3.602152], [3.385217, -1.939921, -2.635493], [1.883136, -2.711682, -4.741090], [1.363512, -1.044502, -4.494964], [1.171683, -3.430483, -2.633002], [-0.072990, -2.232342, -3.057581], [-1.500015, 1.222052, -3.046879], [-1.559937, 1.692296, -0.952383], [-3.650460, 1.801759, -0.644598], [-1.169136, 3.802273, -1.072764], [-1.538272, 0.758295, 2.328723], [-1.131748, 2.288948, 3.109280], [-2.105661, 3.286816, 3.213931], [-1.840303, 4.483800, 3.861831], [-0.590232, 4.720847, 4.418959], [0.386869, 3.739661, 4.320584], [0.117704, 2.539190, 3.680062], [-3.073827, 3.110013, 2.762185], [-2.613310, 5.241402, 3.921937], [-0.379044, 5.658809, 4.917910], [1.370535, 3.908152, 4.743861], [0.886537, 1.779360, 3.619648], [2.192098, 2.388211, -3.116882], [1.915397, 2.573046, -1.705620], [2.284874, 1.711857, -0.762159], [3.244818, 0.828629, -1.051152], [1.610005, 1.808191, 0.812109], [1.631038, 3.135599, -3.671620], [1.869235, 1.400410, -3.454089], [3.255635, 2.514540, -3.332529], [1.145981, 3.180077, -1.450974], [3.441357, 0.627536, -2.023738], [3.256679, 0.001135, -0.462714]],
  "forces_ev_per_angstrom": [[0.1, -0.5, 0.1], [0.0, 0.0, 0.0], [0.0, 0.3, -0.1], [0.0, 0.0, 0.0], [0.0, 0.0, 0.0], [0.0, 0.2, 0.1], [0.0, 0.0, -0.1], [0.0, 0.0, 0.0], [0.0, 0.0, 0.0], [0.0, 0.0, 0.0], [0.0, 0.0, 0.0], [0.0, 0.0, 0.0], [0.0, 0.0, 0.0], [0.0, 0.0, 0.0], [0.0, 0.0, 0.0], [0.0, 0.0, 0.0], [0.0, 0.0, 0.0], [0.0, 0.0, 0.0], [0.0, 0.0, 0.0], [0.0, 0.0, 0.0], [0.0, 0.0, 0.0], [0.0, 0.0, 0.0], [0.0, 0.0, 0.0], [0.0, 0.0, 0.0], [-0.2, 0.0, 0.1], [0.0, 0.0, 0.0], [0.0, 0.0, 0.0], [0.1, -0.1, 0.0], [0.0, 0.0, 0.0], [0.1, 0.0, 0.0], [-0.1, -0.2, 0.2], [0.1, 0.2, -0.1], [0.0, 0.3, -0.2], [0.0, 0.0, 0.0], [0.0, 0.0, 0.0], [0.0, 0.0, 0.0], [0.0, 0.0, 0.0], [0.0, 0.0, 0.0], [0.0, 0.0, 0.0], [0.0, 0.0, 0.0], [0.0, 0.1, 0.0], [0.0, 0.0, 0.0], [0.0, 0.0, 0.0], [0.0, 0.0, 0.0], [0.0, 0.0, 0.0], [0.0, 0.0, -0.1], [0.3, 0.0, 0.2], [-0.1, 0.0, 0.0], [0.1, -0.1, 0.0], [0.0, 0.1, 0.1], [0.0, 0.1, -0.1], [0.0, 0.0, 0.0], [0.0, 0.0, 0.0], [0.0, 0.0, 0.0], [0.0, 0.0, 0.0], [0.0, 0.0, 0.0], [0.0, 0.0, 0.0], [0.0, 0.0, 0.0], [0.0, 0.0, 0.0], [0.0, 0.0, 0.0], [0.0, 0.0, 0.0], [0.0, 0.0, 0.0], [-0.2, 0.0, -0.1], [0.1, 0.2, 0.2], [0.0, -0.4, -0.1], [-0.2, -0.1, -0.1], [0.0, 0.0, 0.0], [0.0, 0.0, 0.0], [0.0, 0.0, 0.0], [0.0, 0.0, 0.0], [0.0, 0.0, 0.0], [0.0, 0.0, 0.0]],
  "mol_weight_da": 722.01,
  "total_charge": -1,
  "gap_ev": [6.68, 6.63],
  "e_tot_ev": -152450.743
}